P.
Below is the molecule C3H8N4O, with properties calculated with ωB97M-V with the def2-TZVPD basis set.

The calculation puts the LUMO energy at 0.0307 hartree. The HOMO energy comes out at -8.4 eV. The gap between HOMO and LUMO comes out at 9.25 eV. As for the molecular weight: 116.12 g mol⁻¹. The spin multiplicity is 1.

Bonds (Å) are listed after each position.
Positions of all 16 atoms, in Å:
1 O -2.5907 0.4857 -0.2561  N5 1.413, C7 1.401
2 N 0.9724 0.9212 -0.0641  C6 1.277, C8 1.395
3 N 2.6515 -0.6426 -0.2791  N4 1.403, C6 1.314, H10 1.093
4 N 3.5179 0.2065 0.4248  N3 1.403, H11 1.090, H12 1.091
5 N -1.2687 0.2989 0.2059  O1 1.413, C8 1.359
6 C 1.4123 -0.2259 -0.4108  N2 1.277, N3 1.314, H13 1.153
7 C -3.3551 -0.5724 0.2532  O1 1.401, H9 1.131, H15 1.185, H16 1.114
8 C -0.3763 1.1988 -0.2850  N2 1.395, N5 1.359, H14 1.051
9 H -4.4401 -0.4168 -0.0239  C7 1.131
10 H 3.1256 -1.2726 -1.0367  N3 1.093
11 H 3.1368 0.1360 1.4440  N4 1.090
12 H 3.3046 1.2751 0.3671  N4 1.091
13 H 0.7786 -1.1185 -0.7731  C6 1.153
14 H -0.7795 2.1365 -0.5359  C8 1.051
15 H -3.0062 -1.5470 -0.3244  C7 1.185
16 H -3.0833 -0.8629 1.2942  C7 1.114

From a Löwdin analysis of the wavefunction, the atomic charges in e read: -0.233, 0.040, -0.118, -0.039, 0.034, -0.298, -0.156, -0.159, 0.095, 0.190, 0.113, 0.106, 0.152, 0.099, 0.099, 0.076

=====

Q.
Below is the molecule C3H8N4O, with properties calculated with ωB97M-V with the def2-TZVPD basis set.

The calculation puts the LUMO energy at 0.0257 hartree. The HOMO energy comes out at -7.3 eV. The gap between HOMO and LUMO comes out at 8.02 eV. As for the molecular weight: 116.12 g mol⁻¹. The spin multiplicity is 1.

Bonds (Å) are listed after each position.
Positions of all 16 atoms, in Å:
1 O 0.5023 -2.1877 0.3036  C7 1.375, H10 0.972
2 N -0.9758 0.2615 -1.5100  C6 1.450, H9 1.013, H13 1.013
3 N 0.1009 1.2808 0.4383  C6 1.537, H11 1.016, H12 1.016
4 N 2.8308 0.2956 0.4315  C8 1.254, H15 1.013
5 N -1.7261 -0.4393 0.5853  C6 1.430, H14 1.011, H16 1.013
6 C -0.5817 0.0280 -0.1338  N2 1.450, N3 1.537, N5 1.430, C7 1.509
7 C 0.6336 -0.8329 0.1060  O1 1.375, C6 1.509, C8 1.341
8 C 1.6162 -0.0080 0.4956  N4 1.254, C7 1.341
9 H -0.1671 0.2930 -2.1193  N2 1.013
10 H 0.2737 -2.5867 -0.5526  O1 0.972
11 H -0.5392 1.8650 0.9687  N3 1.016
12 H 0.5434 1.8787 -0.2537  N3 1.016
13 H -1.5844 -0.4829 -1.8290  N2 1.013
14 H -1.5535 -0.4712 1.5812  N5 1.011
15 H 3.1804 0.9898 1.0816  N4 1.013
16 H -2.5535 0.1165 0.4067  N5 1.013

From a Löwdin analysis of the wavefunction, the atomic charges in e read: 0.024, 0.084, 0.085, 0.113, 0.105, -0.597, -0.307, -0.195, 0.082, 0.107, 0.102, 0.097, 0.076, 0.093, 0.049, 0.081

=====

The most stable structure shown above is Q; the least stable is P.